Below is a molecular structure, C41H45FeN4P2Se2Si2, with properties calculated with ωB97M-V/def2-TZVPD.

Last column: Mulliken charge in e.
Positions of all 97 atoms, in Å:
Fe  -0.4280  -1.9767  1.0393  -0.435
Se  2.7880  3.9869  1.2029  -0.443
P  1.2012  3.4748  -0.1767  0.324
C  1.8344  3.2630  -1.8280  1.037
C  2.7762  4.1885  -2.3302  -0.655
C  3.1772  4.0698  -3.6684  -0.554
C  2.8485  2.9308  -4.4178  -0.503
C  1.9725  2.0156  -3.8685  -0.707
C  1.4971  2.1423  -2.6001  -0.086
C  0.0973  4.8318  -0.2844  0.366
C  0.5260  6.1490  0.0189  -0.718
C  -0.3809  7.1751  -0.1839  -0.528
C  -1.5976  6.9928  -0.7256  -0.673
C  -2.0649  5.6745  -0.8837  -0.523
C  -1.2464  4.5665  -0.6778  0.180
C  0.9067  1.8242  0.3252  -0.035
C  -0.2424  1.0556  0.4908  0.083
N  0.2205  -0.2293  0.5525  -0.668
N  1.5801  -0.1488  0.7667  1.454
N  2.0128  1.0487  0.3664  -0.631
P  -1.9790  1.2318  0.6590  0.012
Se  -2.2565  -0.6749  1.7117  -0.505
C  -2.3924  2.4348  1.8925  1.358
C  -1.3510  2.9850  2.7208  -0.120
C  -1.6671  3.3278  4.0600  -0.845
C  -3.0284  3.4451  4.4445  -0.370
C  -4.0523  3.2458  3.5072  -0.995
C  -3.7120  2.5435  2.3466  -0.297
C  -2.9021  1.3562  -0.8696  0.860
C  -2.4129  0.5425  -1.9460  -0.796
C  -3.0957  0.5311  -3.1430  -0.805
C  -4.3290  1.2187  -3.2426  -0.675
C  -4.8175  1.8948  -2.1733  -1.103
C  -4.0699  2.0781  -0.9891  -0.054
H  3.0022  5.0644  -1.7190  0.409
H  3.7635  4.8440  -4.2065  0.333
H  3.2706  2.8483  -5.4134  0.389
H  1.6938  1.1661  -4.4951  0.398
H  0.8513  1.3520  -2.2345  0.230
H  1.4748  6.3462  0.4393  0.490
H  0.0352  8.1873  0.0804  0.294
H  -2.3132  7.7461  -1.0731  0.368
H  -3.0813  5.4838  -1.2385  0.413
H  -1.6714  3.5635  -0.6289  0.023
H  -0.3239  3.1106  2.3161  -0.079
H  -0.8992  3.5519  4.7734  0.471
H  -3.2593  3.8128  5.4727  0.335
H  -5.0467  3.4945  3.8340  0.412
H  -4.5714  2.1263  1.7533  0.443
H  -1.4274  0.0653  -1.7936  0.589
H  -2.6001  0.0976  -4.0183  0.454
H  -4.8702  1.2371  -4.1590  0.451
H  -5.7544  2.4244  -2.2201  0.414
H  -4.3806  2.7843  -0.2282  0.576
C  -3.2368  -3.9897  1.0993  -1.082
Si  -1.8440  -3.4358  -0.0064  0.812
C  -2.6164  -2.8014  -1.6337  -0.958
C  -0.9217  -4.9769  -0.4505  0.938
C  -1.6958  -5.9893  -0.9082  -0.434
C  -1.2736  -7.3280  -0.9062  -0.718
C  -0.0169  -7.5677  -0.3501  -0.937
C  0.8243  -6.4938  -0.0883  -0.487
C  0.3911  -5.1714  0.0068  0.180
Si  1.6749  -4.0820  0.8226  -0.285
C  1.8080  -4.9804  2.4322  -1.057
C  3.1623  -4.5786  -0.3486  -1.161
H  -3.9091  -4.7399  0.6575  0.404
H  -3.9169  -3.0764  1.3050  0.250
H  -2.8049  -4.3311  2.0797  0.217
H  -3.1991  -3.6185  -2.0803  0.519
H  -1.8336  -2.3457  -2.2774  0.159
H  -3.3305  -2.0295  -1.4124  0.173
H  -2.6786  -5.7053  -1.3468  0.104
H  -1.8736  -8.1137  -1.3965  0.358
H  0.3092  -8.5393  -0.2288  0.488
H  1.9018  -6.6255  0.1392  0.080
H  1.9517  -4.3005  3.2829  0.362
H  2.5580  -5.7750  2.4948  0.280
H  0.8148  -5.4563  2.5819  0.444
H  3.5188  -5.5778  -0.1410  0.522
H  4.0646  -3.9190  -0.1835  0.400
H  2.8832  -4.4046  -1.4275  0.244
C  4.1847  0.0765  2.1864  -1.628
C  3.7646  -1.2098  1.3830  2.153
C  4.2478  -2.4390  2.1608  -1.298
C  4.4344  -1.1075  0.0478  -1.603
C  2.2854  -1.2471  1.1020  0.417
N  1.5115  -2.3803  1.1281  -0.050
H  5.2635  0.0407  2.4244  0.424
H  3.6290  0.1306  3.1086  0.375
H  3.9782  1.0086  1.5470  0.247
H  5.3153  -2.3961  2.4076  0.458
H  4.0258  -3.3254  1.4968  0.064
H  3.5526  -2.5465  3.0439  0.221
H  5.5275  -1.0116  0.0279  0.396
H  4.0575  -0.2346  -0.4802  0.373
H  4.2062  -1.9072  -0.6379  0.272

Computed properties:
- multiplicity = 6
- HOMO-LUMO gap (alpha / beta) (eV) = 5.398 / 6.709
- ΔE to the lowest compared entry with this formula, charge and spin (kJ/mol) = 0.0
- molecular weight (g/mol) = 925.72
- HOMO energy (alpha / beta) (eV) = -5.77 / -7.49
- total charge = 0
- E_tot (Eh) = -9136.50139

=====

Below is a molecular structure, C21H13Cl3N3O7STl, with properties calculated with ωB97M-V/def2-TZVPD.

Last column: Mulliken charge in e.
Positions of all 49 atoms, in Å:
Tl  -1.3883  0.3214  -0.0346  1.695
O  -1.2383  0.3426  2.2053  -0.952
C  -0.2655  -0.2800  2.7870  0.730
C  -0.5263  -1.2506  3.7892  -0.499
C  0.4913  -1.8985  4.4497  -0.393
C  1.8344  -1.6123  4.1671  -0.660
C  2.1113  -0.6803  3.1882  -0.617
C  1.0975  -0.0267  2.4791  0.698
C  1.4893  0.8777  1.4150  -0.670
N  0.7416  1.2693  0.4519  0.454
N  1.3638  2.1017  -0.4643  -1.045
C  0.5400  2.4258  -1.4456  0.340
O  -0.6466  2.0485  -1.6085  -0.765
C  1.1233  3.3499  -2.4817  0.269
C  0.4760  3.4685  -3.7070  -0.465
C  0.9886  4.3069  -4.6881  -0.547
C  2.1433  5.0419  -4.4489  -0.321
C  2.7882  4.9288  -3.2227  -0.579
C  2.2821  4.0830  -2.2453  -0.263
H  -1.5672  -1.4806  3.9841  0.425
H  0.2477  -2.6524  5.1910  0.355
H  2.6336  -2.1242  4.6875  0.376
H  3.1427  -0.4536  2.9317  0.300
H  2.5239  1.2269  1.4002  0.341
H  -0.4251  2.8883  -3.8668  0.504
H  0.4848  4.3850  -5.6445  0.376
H  2.5405  5.6990  -5.2144  0.347
H  3.6888  5.5007  -3.0290  0.349
H  2.7752  3.9708  -1.2889  0.415
O  -2.4886  0.1192  -4.2885  -0.679
S  -2.6797  -0.5334  -3.0224  1.211
O  -3.5529  -1.6740  -3.0127  -0.660
O  -1.4437  -0.7141  -2.2508  -0.558
O  -3.5331  0.6218  -2.1653  -0.409
Cl  1.2569  -6.4734  2.4412  -0.306
C  0.3091  -5.1088  1.8615  0.488
C  0.9061  -4.1407  1.0756  -0.805
C  0.1514  -3.0750  0.6334  0.950
Cl  0.9139  -1.8669  -0.3532  -0.142
C  -1.2232  -2.8747  0.9467  -0.431
O  -1.9217  -1.8741  0.5932  -0.703
C  -1.7611  -3.9291  1.7436  0.466
Cl  -3.4367  -3.8025  2.2144  -0.259
C  -1.0307  -5.0081  2.1947  -0.801
H  1.9523  -4.2073  0.8110  0.396
H  -1.5054  -5.7597  2.8108  0.397
N  -4.1378  1.6793  -0.2394  -0.650
C  -3.3120  0.9492  -0.8566  0.030
H  -4.9139  1.8947  -0.8739  0.269

Computed properties:
- multiplicity = 1
- HOMO-LUMO gap (eV) = 6.480
- ΔE to the lowest compared entry with this formula, charge and spin (kJ/mol) = 26.4
- molecular weight (g/mol) = 762.16
- HOMO energy (eV) = -2.26
- total charge = -2
- E_tot (Eh) = -3450.34114

=====

What is the E_tot in the first record?
-9136.50139 Eh